1) C5H11N3O | ωB97M-V with the def2-TZVPD basis set

XYZ file:
```
20
Properties=species:S:1:pos:R:3:lowdin_charge:R:1
C -0.079 -0.264 1.992 -0.023
C 0.599 0.109 0.619 -0.580
C 1.764 -0.848 0.336 -0.043
C 1.105 1.528 0.519 -0.044
N -0.230 0.006 -0.613 0.045
N -1.407 -0.340 -0.342 0.029
N -2.269 -0.470 -1.408 0.017
C -1.964 -0.211 -2.732 -0.331
O -2.785 -0.146 -3.612 0.037
H 0.769 -0.199 2.622 0.073
H -0.752 0.455 2.304 0.044
H -0.599 -1.202 1.948 0.069
H 1.888 -0.904 -0.720 0.067
H 1.495 -1.813 0.638 0.062
H 2.707 -0.464 0.719 0.090
H 1.687 1.565 -0.333 0.065
H 0.227 2.082 0.656 0.076
H 1.798 1.844 1.227 0.068
H -3.092 -0.953 -1.138 0.126
H -0.860 0.223 -2.682 0.151
```

As for the HOMO-LUMO gap: 9.9 eV. As for the LUMO energy: 0.463 eV.

2) C5H11N3O | ωB97M-V with the def2-TZVPD basis set

XYZ file:
```
20
Properties=species:S:1:pos:R:3:lowdin_charge:R:1
C -1.976 0.817 -0.470 -0.073
C 1.885 -0.958 1.261 -0.122
C -0.049 -0.755 -1.996 -0.036
N -0.721 0.512 0.207 -0.273
C 0.748 1.491 -0.373 -0.091
C 0.390 -0.421 -0.599 -0.394
N -0.858 0.502 1.610 0.072
N 1.333 -1.057 -0.060 0.047
O 1.330 1.956 0.536 0.015
H -0.081 1.032 2.007 0.072
H -0.824 -0.450 1.961 0.082
H -1.770 1.291 -1.429 0.076
H -2.542 1.509 0.151 0.087
H -2.570 -0.085 -0.632 0.082
H 2.092 0.083 1.545 0.067
H 1.234 -1.397 2.023 0.074
H 2.826 -1.510 1.274 0.074
H -0.953 -1.364 -1.968 0.083
H 0.746 -1.331 -2.462 0.087
H -0.241 0.136 -2.586 0.072
```

As for the HOMO-LUMO gap: 9.2 eV. As for the LUMO energy: 0.704 eV.

Ordering by calculated energy gives the sequence 1), 2), with the first entry being the most stable.